Entry from the OMol25 dataset: an isolated molecule of C5H10O2 at a distorted geometry (ωB97M-V with the def2-TZVPD basis set).

Its charge is 0. Its HOMO-LUMO gap (spin up / spin down) is 9.86 / 9.86 eV. Its energy above the lowest of the compared OMol25 structures with the same formula, charge and spin is 376.2 kJ/mol. The HOMO energy (spin up / spin down) is -9.65 / -9.65 eV.

```
17
C5H10O2 | the OMol25 dataset | ωB97M-V with the def2-TZVPD basis set
O -1.011 -1.528 1.903
C 0.000 -0.573 1.821
C -0.406 0.522 0.866
C 0.595 1.267 0.086
C 0.416 0.627 -1.518
C -0.133 -0.762 -1.436
O -1.198 -0.760 -0.583
H -1.286 -1.640 0.968
H 0.966 -0.987 1.478
H 0.175 -0.195 2.843
H -1.360 0.996 1.076
H 1.631 1.087 0.403
H 0.391 2.344 -0.005
H 1.326 0.646 -2.141
H -0.373 1.260 -1.945
H 0.604 -1.572 -1.275
H -0.337 -0.733 -2.541
```


Entry from the OMol25 dataset: a cluster of 2 separate species, N2O3S in total at a distorted geometry (ωB97M-V with the def2-TZVPD basis set).

Its charge is 0. Its HOMO-LUMO gap is 10.45 eV. Its energy above the lowest of the compared OMol25 structures with the same formula, charge and spin is 165.9 kJ/mol. The HOMO energy is -11.80 eV.

```
6
N2O3S | the OMol25 dataset | ωB97M-V with the def2-TZVPD basis set
N -1.966 0.952 0.313
N -1.660 -0.041 -0.065
O -1.359 -1.083 -0.455
O 1.063 1.122 -0.156
O 1.809 -1.094 0.513
S 2.114 0.143 -0.151
```